37
Properties=species:S:1:pos:R:3:forces:R:3:nbo_charge:R:1 method="wB97M-V/def2-TZVPD" max_force_ha_per_bohr=0.0613 energy_ev=-23933.0040 e_above_lowest_ev=1.2293 homo_lumo_gap_ev=9.23
O 1.81891 2.25798 1.31819 0.3 0.3 0.6 -0.53
C 1.25017 1.99804 0.31030 0.0 -0.1 -0.5 0.77
O 1.20797 2.85906 -0.71803 -0.1 0.8 -0.2 -0.67
C 0.61856 0.67119 0.02823 -0.2 -0.2 -0.3 -0.16
C 1.49032 -0.12575 -0.97207 0.5 -0.8 0.1 -0.43
C 2.90286 -0.45360 -0.40975 -0.9 -1.0 0.3 -0.02
C 3.21138 -1.74157 0.12417 -0.6 1.7 -0.4 -0.20
C 4.49298 -1.98772 0.55522 1.0 0.2 0.3 -0.21
C 5.50669 -1.02275 0.47057 -1.8 1.3 -0.8 -0.21
C 5.18263 0.26866 -0.01856 0.5 -1.4 0.4 -0.20
C 3.87809 0.51982 -0.39842 0.1 0.0 -0.5 -0.21
N -0.77764 0.86146 -0.42789 2.2 2.2 0.4 -0.63
C -1.57488 -0.19425 -0.47437 -2.3 -0.2 0.3 0.68
O -1.18225 -1.32712 -0.36789 0.5 -1.1 0.0 -0.62
C -3.07232 0.10618 -0.62848 0.4 1.9 -0.9 -0.14
C -3.71434 0.97453 0.51193 1.0 -1.0 0.5 -0.41
C -4.90361 0.14460 0.96611 -0.9 -0.7 -1.1 -0.41
C -4.57666 -1.29506 0.46859 -0.6 0.2 -0.9 -0.22
N -3.82747 -1.06872 -0.77811 -1.0 -1.3 0.5 -0.63
H 0.62088 2.51301 -1.40022 0.1 0.0 -0.2 0.48
H 0.63888 0.21100 0.99454 -0.2 -0.8 0.5 0.23
H 1.58592 0.45738 -1.92448 -0.1 -0.6 0.7 0.21
H 0.97215 -1.09997 -1.14809 0.4 1.0 -0.1 0.26
H 2.41613 -2.45505 0.28794 0.0 -0.2 -0.3 0.22
H 4.76772 -2.92937 1.00976 -0.2 -0.2 -0.1 0.21
H 6.47357 -1.25552 0.81903 1.0 -0.2 0.2 0.21
H 5.92998 1.04645 -0.16325 -0.1 -0.2 0.3 0.22
H 3.62337 1.49462 -0.76023 0.0 0.5 -0.2 0.21
H -1.15430 1.79163 -0.20807 -0.2 -0.9 -0.3 0.41
H -3.22703 0.72709 -1.52801 0.6 -0.1 -0.1 0.20
H -4.01108 1.95398 0.17087 0.1 0.3 -0.1 0.22
H -2.99059 1.08675 1.34233 -0.3 0.1 -0.3 0.20
H -4.99728 0.07700 2.01764 -0.2 0.3 1.2 0.21
H -5.86026 0.58317 0.56622 0.9 -0.8 0.2 0.21
H -4.00379 -1.85510 1.21206 0.1 0.1 0.2 0.17
H -5.44782 -1.90781 0.19201 0.0 0.3 0.5 0.20
H -3.26788 -1.88423 -1.03981 -0.1 0.5 0.2 0.39



39
Properties=species:S:1:pos:R:3:forces:R:3:nbo_charge:R:1 method="wB97M-V/def2-TZVPD" max_force_ha_per_bohr=0.2009 energy_ev=-28018.2006 e_above_lowest_ev=11.6565 homo_lumo_gap_ev=9.46
C 2.28081 -1.52410 0.34315 1.5 -1.9 -0.5 -0.21
C 0.88777 -2.14357 0.38443 -1.8 2.9 -1.8 0.68
C 2.83344 -0.40083 -0.59042 -9.4 4.2 -0.8 -0.34
C 2.03626 1.04903 -0.54116 5.0 -2.4 3.7 0.00
C 2.52089 1.79009 0.52923 -1.9 1.0 -0.1 -0.22
C 1.13415 1.57042 -1.37473 -0.2 -3.6 -2.4 -0.25
C 1.89854 2.98678 0.96929 2.7 2.5 -0.2 -0.22
C 0.42650 2.59602 -0.97708 -2.7 6.5 1.1 -0.21
C 0.85114 3.42858 0.19767 -0.8 -2.1 -2.0 -0.21
C -1.51626 -1.73432 0.80512 2.8 -1.8 -2.2 -0.14
C -1.67395 -1.48878 -0.85370 -0.8 -0.3 5.2 0.85
C -2.63422 -0.99903 1.56552 2.1 2.3 1.8 -0.42
C -2.62102 0.49970 1.04715 2.3 1.1 -1.2 -0.54
C -3.56944 1.00358 -0.10754 -2.6 -1.5 1.1 0.78
H 3.37475 -2.01713 -1.77945 -0.5 -2.2 5.1 0.35
H 2.92382 -3.90583 -0.43560 0.8 5.0 0.5 0.34
H 2.39827 -1.45315 1.47446 1.3 0.5 -1.3 0.22
H 3.80366 -0.36488 -0.46797 4.8 0.8 0.7 0.22
H 2.55646 -0.82096 -1.53644 -0.2 0.7 -0.7 0.20
H 3.42573 1.41578 0.85957 1.6 -0.3 1.6 0.20
H 1.05153 0.97126 -2.28142 -0.9 0.6 -0.2 0.23
H 2.50930 3.90146 1.58665 -1.9 -3.2 -1.2 0.22
H -0.38955 3.06756 -1.66163 1.5 -0.9 1.3 0.22
H 0.45645 4.41403 0.35555 -0.5 0.1 0.0 0.22
H 0.33600 -0.53616 1.48265 0.3 2.2 1.0 0.40
H -1.54116 -2.91499 0.78118 0.0 2.5 0.8 0.27
H -2.33066 -0.89603 2.70236 -0.3 -0.4 -2.2 0.23
H -3.62010 -1.42583 1.63635 -0.2 -0.4 -0.7 0.26
H -1.54294 0.78566 0.78611 -1.1 -0.9 -0.4 0.22
H -2.62204 1.21875 1.85072 -1.3 0.1 0.5 0.25
H -2.23648 0.85415 -1.66723 -2.7 0.5 1.3 0.52
H -3.25548 -1.55741 -1.74838 -0.3 -1.4 0.7 0.50
N 3.29935 -2.37426 -0.31313 0.4 -6.4 -3.1 -0.79
N -0.02375 -1.34965 1.11542 -2.3 -4.7 -1.8 -0.65
O 0.52313 -3.04121 -0.34646 0.2 -0.4 0.7 -0.60
O -1.05890 -0.71409 -1.53093 -0.8 -0.9 -0.5 -0.62
O -4.76357 1.15877 0.14459 2.2 0.1 -0.2 -0.57
O -3.23675 1.05732 -1.41847 3.1 -0.3 -0.4 -0.71
O -2.89166 -2.10672 -0.98541 0.7 2.4 -3.4 -0.68



44
Properties=species:S:1:pos:R:3:forces:R:3:lowdin_spin:R:1 method="wB97M-V/def2-TZVPD" max_force_ha_per_bohr=0.0058 spin_multiplicity=5 energy_ev=-39218.3825 s_squared=6.0090 e_above_lowest_ev=0.5112 homo_lumo_gap_ev="8.34 / 4.94" charge=+1
Rh -0.06663 1.92782 -0.34507 -0.1 0.0 -0.1 2.90
O 3.67531 0.72215 1.41518 0.0 0.0 0.1 0.01
C 2.52656 1.30163 1.14289 0.0 0.1 -0.1 0.01
O 2.22561 1.69877 0.03240 0.1 0.0 0.1 0.05
C 1.65999 1.43553 2.37590 0.0 0.0 -0.1 0.00
O 0.38421 1.94034 2.04152 0.0 0.0 0.2 0.06
C 0.01583 3.21082 2.58347 0.0 0.1 -0.2 0.01
C -0.18619 4.26416 1.48688 0.0 0.0 -0.1 0.02
O -0.49455 5.38633 1.76374 0.0 -0.1 0.0 0.04
O -0.02838 3.81209 0.24379 0.1 0.1 0.3 0.30
H 4.21843 0.68024 0.61275 0.0 0.0 -0.1 0.00
H 1.56848 0.45758 2.85135 0.0 0.0 0.0 0.00
H 2.18509 2.09851 3.06787 0.0 0.0 0.0 0.00
H -0.92869 3.09485 3.11514 0.0 0.0 0.0 0.00
H 0.76566 3.57801 3.28304 0.0 0.0 0.0 0.00
N -0.22666 2.32845 -2.55433 -0.1 0.0 0.0 0.12
C -1.63664 2.08608 -2.95212 0.0 0.0 0.0 0.01
C -2.55492 2.75803 -1.94856 0.0 0.0 0.0 0.01
N -2.30218 2.18259 -0.61411 -0.1 -0.2 -0.1 0.14
H 0.01551 3.30779 -2.68381 0.0 0.0 0.0 0.00
H 0.42010 1.78306 -3.11397 0.0 0.0 0.0 0.00
H -1.80183 1.00785 -2.93945 0.0 0.0 0.0 0.00
H -1.83229 2.45420 -3.95953 0.0 0.0 0.0 0.00
H -3.59429 2.62521 -2.25238 0.0 0.0 0.0 0.00
H -2.35152 3.82992 -1.90468 0.0 0.0 0.0 0.00
H -2.58185 1.19448 -0.58008 -0.1 0.1 0.0 0.00
H -2.77752 2.70437 0.11222 0.0 0.0 0.0 0.00
O -1.98981 -0.60965 -0.83617 0.0 0.0 0.1 0.01
C -0.88749 -0.94883 -0.42900 0.2 0.1 -0.2 0.02
O 0.06390 -0.05897 -0.13780 -0.2 -0.1 0.1 0.25
C -0.47891 -2.35919 -0.27332 0.0 0.0 0.1 0.01
C -1.40997 -3.35144 -0.55746 0.0 0.0 0.0 0.00
C -1.09386 -4.70360 -0.42305 0.0 0.1 0.0 0.00
C 0.17944 -4.99837 -0.00236 0.0 -0.1 0.0 0.00
O 0.72308 -6.22114 0.20293 0.1 0.0 0.0 0.00
C 2.07009 -6.00208 0.64148 0.0 0.0 0.0 0.00
O 2.28921 -4.58759 0.66997 0.0 0.0 0.0 0.00
C 1.11556 -4.01197 0.27807 0.1 0.0 0.0 0.00
C 0.82488 -2.68496 0.15513 -0.1 0.1 0.0 0.00
H -2.39667 -3.05504 -0.88323 0.0 0.0 0.0 0.00
H -1.81025 -5.48361 -0.63621 0.0 0.0 0.0 0.00
H 2.75729 -6.46385 -0.06738 0.0 0.0 0.0 0.00
H 2.19223 -6.41039 1.64490 0.0 0.0 0.0 0.00
H 1.55461 -1.92020 0.37346 0.0 0.0 0.0 0.00